Record 1
Molecular formula: C17H36GeN4O4RhS2Si3
Method: DFT, wB97M-V/def2-TZVPD

Each line ends with the Mulliken spin population.
Cartesian coordinates (Å):
Rh: 0.934 -0.441 0.800  0.09
C: -1.673 -0.886 4.181  0.00
C: -0.608 -0.913 3.138  -0.01
N: -0.653 -0.278 2.014  0.00
N: -1.835 0.289 1.616  0.00
C: -2.031 0.071 0.323  0.00
N: -3.127 0.684 -0.201  0.00
S: -1.082 -0.915 -0.733  0.00
C: 0.577 -1.783 3.261  0.00
C: 0.894 -2.508 4.400  0.00
C: 2.010 -3.326 4.384  0.00
C: 2.768 -3.414 3.225  0.00
C: 2.395 -2.670 2.121  0.00
N: 1.323 -1.874 2.143  -0.01
H: -2.555 -0.391 3.789  0.00
H: -1.318 -0.335 5.056  0.00
H: -1.941 -1.893 4.507  0.00
H: -3.797 1.057 0.451  0.00
H: -3.481 0.321 -1.068  0.00
H: 0.276 -2.416 5.281  0.00
H: 2.287 -3.887 5.267  0.00
H: 3.637 -4.054 3.167  0.00
H: 2.933 -2.685 1.183  0.01
O: 0.410 2.004 -2.685  0.00
S: 1.009 1.045 -1.784  0.00
O: 2.889 1.539 -1.759  -0.08
O: 2.458 -0.990 -0.462  0.18
O: 0.781 1.405 -0.346  0.00
C: 2.641 4.410 -1.525  0.00
Si: 3.460 2.998 -2.394  0.02
C: 3.155 3.048 -4.220  0.00
C: 5.299 3.004 -2.083  0.00
Ge: 3.842 0.052 -0.609  0.40
Si: 4.249 -1.180 -2.776  0.34
C: 4.481 -2.909 -2.135  0.01
C: 5.762 -0.573 -3.673  0.02
C: 2.756 -1.082 -3.863  0.02
Si: 2.470 1.388 1.894  -0.14
C: 2.493 0.584 3.599  0.01
C: 4.225 2.048 1.762  0.14
C: 1.299 2.829 2.027  0.00
H: 2.975 5.371 -1.922  0.00
H: 2.856 4.388 -0.453  0.00
H: 1.558 4.343 -1.651  0.00
H: 3.526 3.988 -4.636  0.00
H: 2.089 2.973 -4.437  0.00
H: 3.669 2.229 -4.729  0.00
H: 5.777 3.802 -2.656  0.00
H: 5.754 2.059 -2.386  0.00
H: 5.541 3.163 -1.030  0.00
H: 5.317 -2.983 -1.436  0.00
H: 4.664 -3.599 -2.964  0.01
H: 3.570 -3.212 -1.618  0.00
H: 6.668 -0.715 -3.081  0.00
H: 5.683 0.486 -3.926  -0.01
H: 5.869 -1.131 -4.608  0.01
H: 1.916 -1.600 -3.398  0.00
H: 2.997 -1.565 -4.815  0.01
H: 2.443 -0.058 -4.070  -0.01
H: 3.069 -0.344 3.624  0.00
H: 1.477 0.375 3.929  0.00
H: 2.942 1.272 4.326  0.00
H: 4.970 1.253 1.774  -0.03
H: 4.373 2.690 2.637  0.01
H: 4.386 2.646 0.863  -0.03
H: 0.394 2.515 2.552  0.00
H: 0.992 3.218 1.060  0.00
H: 1.784 3.631 2.594  0.00

Computed properties:
* energy above the lowest of the compared OMol25 structures with the same formula, charge and spin: 1.713 eV
* <S²>: 0.759
* frontier orbital gap (alpha / beta): 6.60 / 5.78 eV
* spin multiplicity: 2
* molar mass: 684.4 g mol⁻¹
* HOMO (alpha / beta): -6.95 / -7.08 eV

***

Record 2
Molecular formula: CH4N2O
Method: DFT, wB97M-V/def2-TZVPD

Each line ends with the Mulliken charge.
Cartesian coordinates (Å):
N: 1.262 -1.113 0.091  -0.42
C: 1.934 -0.139 -0.065  0.51
O: 2.571 0.817 0.012  -0.39
H: 0.892 -1.803 -0.521  0.28
N: -1.823 0.561 -0.105  -0.69
H: -1.240 -0.268 -0.070  0.25
H: -2.390 0.578 0.732  0.22
H: -1.207 1.366 -0.073  0.23

Computed properties:
* energy above the lowest of the compared OMol25 structures with the same formula, charge and spin: 0.935 eV
* frontier orbital gap: 10.71 eV
* spin multiplicity: 1
* molar mass: 60.1 g mol⁻¹
* HOMO: -10.11 eV

***

Record 3
Molecular formula: C4H7NO
Method: DFT, wB97M-V/def2-TZVPD

Each line ends with the Mulliken charge.
Cartesian coordinates (Å):
O: 2.294 1.287 -1.081  -0.58
C: 1.839 0.240 -0.668  0.07
N: 0.589 0.085 -0.192  0.15
C: -0.512 0.985 -0.007  -0.47
C: -1.434 -0.217 0.240  -0.61
C: -0.146 -1.046 0.290  -0.51
H: 2.399 -0.719 -0.655  0.30
H: -0.312 1.368 1.159  0.23
H: -0.685 1.681 -0.844  0.31
H: -2.006 -0.198 1.172  0.27
H: -2.082 -0.463 -0.589  0.28
H: -0.044 -1.961 -0.316  0.33
H: 0.098 -1.044 1.493  0.23

Computed properties:
* energy above the lowest of the compared OMol25 structures with the same formula, charge and spin: 2.387 eV
* frontier orbital gap: 9.93 eV
* spin multiplicity: 1
* molar mass: 85.1 g mol⁻¹
* HOMO: -9.14 eV

***

Record 4
Molecular formula: H33O16
Method: DFT, wB97M-V/def2-TZVPD

Each line ends with the Mulliken charge.
Cartesian coordinates (Å):
O: 2.417 -0.143 0.726  -0.44
H: 2.524 -1.087 0.613  0.28
H: -0.986 -5.235 -1.655  0.29
O: 1.781 2.445 -0.214  -0.61
H: -0.999 2.829 -1.467  0.39
H: 1.498 -5.063 1.035  0.29
O: -2.408 0.381 4.119  -0.62
H: -1.763 -0.261 3.824  0.34
H: -2.712 -0.353 -3.286  0.30
O: -0.757 2.991 -0.544  -0.38
H: 0.200 3.167 -0.502  0.51
H: 0.689 -1.136 1.664  0.22
O: 4.687 1.586 1.723  -0.62
H: 1.991 2.332 0.715  0.29
H: 4.678 1.402 2.656  0.31
O: 4.961 -1.872 -0.086  -0.57
H: 4.445 -2.398 -0.692  0.29
H: -3.914 -0.935 -2.532  0.29
O: -3.279 3.099 -1.315  -0.55
H: -0.101 0.129 -0.091  0.31
H: -4.000 2.807 -1.864  0.29
O: -0.904 0.566 0.253  -0.35
H: -2.558 -4.878 -1.966  0.30
H: -0.745 1.997 -0.105  0.40
O: -2.954 -0.875 -2.515  -0.59
H: 3.267 0.234 0.942  0.20
O: 1.666 -4.158 1.311  -0.62
H: 1.533 -1.055 -1.529  0.22
H: 0.806 -3.795 1.528  0.33
O: 0.634 -0.748 -1.528  -0.53
H: 0.250 -0.589 -2.391  0.24
H: -0.734 2.592 -5.230  0.30
O: -2.479 2.428 1.634  -0.53
H: -1.558 -2.063 0.842  0.28
H: 0.187 2.793 -4.034  0.30
O: 0.438 -1.208 2.580  -0.57
H: 0.819 -0.470 3.058  0.30
H: -2.271 3.347 1.833  0.32
O: -0.725 2.633 -4.269  -0.60
H: -2.784 2.048 2.465  0.19
H: 5.866 -2.168 -0.133  0.28
O: -1.805 -4.834 -1.383  -0.57
H: 4.960 2.487 1.551  0.30
H: -2.316 1.305 3.982  0.30
O: -2.026 -2.869 1.062  -0.60
H: -1.766 0.226 -0.004  0.26
H: 2.557 2.373 -0.758  0.25
H: -3.662 3.048 -0.428  0.30
H: -2.645 -3.051 0.404  0.27

Computed properties:
* energy above the lowest of the compared OMol25 structures with the same formula, charge and spin: 3.401 eV
* frontier orbital gap: 10.25 eV
* spin multiplicity: 1
* net charge: +1
* molar mass: 289.2 g mol⁻¹
* HOMO: -13.12 eV

***

- Which value of spin multiplicity does entry 3 give?
  1